DFT (ωB97M-V with the def2-TZVPD basis set) results for a structure of composition C28H40FeNO2.

Geometry as ORCA input:
```
! RIJCOSX wB97M-V def2-TZVPD def2/J DEFGRID3
* xyz -1 5
O -0.338 0.583 -1.454
C 0.742 0.225 -2.361
C 0.169 1.087 -3.478
H 0.735 -0.855 -2.554
H 1.702 0.571 -1.955
C -0.939 1.448 -2.459
H -0.175 0.505 -4.333
H 0.809 1.930 -3.764
C -2.329 0.945 -2.778
H -2.287 -0.100 -3.106
H -2.779 1.558 -3.568
H -2.957 1.019 -1.882
C -0.939 2.901 -2.047
H 0.083 3.293 -2.002
H -1.421 3.038 -1.072
H -1.503 3.487 -2.785
Fe -0.205 0.871 2.118
C 0.592 2.474 3.039
C 1.560 1.417 2.907
C 1.718 1.127 1.500
H 2.197 1.040 3.700
C 0.909 2.043 0.766
C 0.184 2.852 1.704
H -0.452 3.688 1.439
H 0.312 2.958 3.972
H 2.449 0.450 1.063
H 0.958 2.199 -0.301
C -1.707 0.266 3.333
C -1.988 1.554 2.766
C -2.003 1.408 1.326
H -2.229 2.444 3.338
C -1.721 0.040 1.016
C -1.566 -0.674 2.255
H -1.565 -1.756 2.355
H -1.748 -0.007 4.382
H -2.293 2.155 0.597
H -1.764 -0.418 0.033
O 0.397 -0.354 -5.935
C -0.148 0.517 -6.956
C 0.230 -0.011 -8.350
H 0.253 1.532 -6.791
H -1.240 0.562 -6.809
C 1.241 -1.147 -8.080
H 0.660 0.784 -8.961
H -0.664 -0.403 -8.842
C 1.127 -1.426 -6.568
H 2.255 -0.810 -8.315
H 1.017 -2.039 -8.666
H 2.112 -1.505 -6.085
H 0.583 -2.370 -6.393
C -0.757 -0.299 6.680
N -0.356 -1.193 5.596
C -0.483 -2.595 5.949
C 0.901 -0.843 4.965
C 1.109 -1.537 3.628
C 1.756 -2.780 3.647
C 1.864 -3.541 2.483
C 1.410 -3.020 1.266
C 0.862 -1.736 1.224
C 0.673 -1.012 2.404
H 0.009 -0.220 7.470
H -1.684 -0.688 7.120
H -0.946 0.701 6.270
H -0.437 -3.223 5.052
H 0.317 -2.916 6.641
H -1.453 -2.728 6.443
H 0.904 0.247 4.856
H 1.745 -1.101 5.638
H 2.158 -3.159 4.593
H 2.308 -4.538 2.528
H 1.493 -3.592 0.338
H 0.572 -1.320 0.251
*
```

Frontier orbital gap (alpha / beta) = 0.1125 / 0.2010 Eh
LUMO energy (alpha / beta) = 2.2 / 2.2 eV
E_HOMO (alpha / beta) = -0.839 / -3.248 eV

---

DFT (ωB97M-V with the def2-TZVPD basis set) results for a structure of composition C17H16N3O4Re.

Geometry as ORCA input:
```
! RIJCOSX wB97M-V def2-TZVPD def2/J DEFGRID3
* xyz 1 4
Re -0.988 -0.439 0.142
O 5.991 -0.512 -0.491
C 5.435 -0.501 0.607
O 5.780 -0.484 1.788
C 3.850 -0.600 0.462
C 3.264 -0.650 -0.799
C 1.894 -0.669 -0.914
N 1.106 -0.641 0.177
C 1.671 -0.610 1.411
C 3.027 -0.599 1.591
C 0.668 -0.530 2.509
O 0.884 -0.550 3.672
O -0.623 -0.391 2.020
H 3.908 -0.656 -1.669
H 1.393 -0.700 -1.876
H 3.462 -0.568 2.583
C -1.664 4.764 -0.932
N -0.572 3.929 -0.404
C 0.677 4.590 0.029
C -0.672 2.655 -0.351
N -0.700 1.490 -0.299
H -1.896 5.536 -0.200
H -2.545 4.153 -1.105
H -1.346 5.226 -1.864
H 0.423 5.364 0.750
H 1.169 5.033 -0.835
H 1.334 3.861 0.495
C -3.016 -0.365 -0.508
C -2.725 -1.801 -0.482
C -2.514 -2.535 -1.683
C -2.148 -3.856 -1.635
C -1.946 -4.497 -0.402
C -2.111 -3.806 0.775
C -2.488 -2.456 0.753
H -3.619 0.024 0.312
H -3.301 0.045 -1.471
H -2.681 -2.042 -2.633
H -2.028 -4.412 -2.555
H -1.666 -5.542 -0.379
H -1.970 -4.304 1.725
H -2.719 -1.951 1.686
*
```

Frontier orbital gap (alpha / beta) = 0.1848 / 0.1609 Eh
LUMO energy (alpha / beta) = -5.3 / -5.9 eV
E_HOMO (alpha / beta) = -10.340 / -10.320 eV

---

DFT (ωB97M-V with the def2-TZVPD basis set) results for an isolated molecule of C5H7NO.

Geometry as ORCA input:
```
! RIJCOSX wB97M-V def2-TZVPD def2/J DEFGRID3
* xyz 0 1
C -0.537 -1.768 -0.390
C -0.441 0.548 1.444
C 0.061 1.155 0.154
N -0.406 2.421 -0.090
C 0.900 0.312 -0.487
C 0.661 -1.016 0.184
O 0.188 -0.604 1.511
H -1.437 -1.154 -0.581
H -0.216 -2.177 -1.341
H -0.851 -2.571 0.286
H 0.147 3.056 -0.644
H -0.857 2.818 0.723
H 1.529 0.485 -1.362
H 1.512 -1.700 0.289
*
```

Frontier orbital gap = 0.3252 Eh
LUMO energy = 0.3 eV
E_HOMO = -8.505 eV

---

DFT (ωB97M-V with the def2-TZVPD basis set) results for a cluster of 3 separate species, CH2N2O3S in total.

Geometry as ORCA input:
```
! RIJCOSX wB97M-V def2-TZVPD def2/J DEFGRID3
* xyz -2 1
C 0.005 -3.381 1.502
N -0.542 -2.273 1.635
N 1.084 -0.037 0.440
O 0.525 -4.319 0.971
O -0.539 -3.215 2.761
O 0.163 1.612 2.039
S -0.216 0.524 1.123
H 0.775 -0.887 -0.056
H -1.177 1.251 -0.532
*
```

Frontier orbital gap = 0.2142 Eh
LUMO energy = 6.7 eV
E_HOMO = 0.864 eV

---

DFT (ωB97M-V with the def2-TZVPD basis set) results for a structure of composition C38H37BrCaIN6S4.

Geometry as ORCA input:
```
! RIJCOSX wB97M-V def2-TZVPD def2/J DEFGRID3
* xyz 1 1
Ca -0.054 0.702 0.224
S -1.269 1.850 2.204
C -2.509 0.676 2.574
C -3.672 1.148 3.207
C -4.730 0.317 3.507
C -4.661 -1.040 3.208
C -3.510 -1.544 2.639
C -2.447 -0.702 2.308
S -0.988 -1.485 1.643
C -1.647 -2.073 0.019
C -0.552 -2.226 -0.997
C -0.407 -3.413 -1.699
C 0.589 -3.505 -2.659
C 1.398 -2.408 -2.893
C 1.193 -1.251 -2.150
C 2.127 -0.087 -2.398
S 1.590 1.572 -1.872
C 0.557 2.085 -3.237
C 1.181 2.286 -4.465
C 0.462 2.726 -5.562
C -0.890 3.004 -5.430
C -1.514 2.826 -4.206
C -0.805 2.355 -3.104
S -1.728 2.150 -1.588
N 0.252 -1.176 -1.212
H -3.709 2.200 3.454
H -5.616 0.721 3.980
H -5.482 -1.703 3.443
H -3.418 -2.607 2.449
H -2.376 -1.325 -0.299
H -2.153 -3.022 0.178
H -1.065 -4.247 -1.498
H 0.726 -4.418 -3.223
H 2.185 -2.453 -3.633
H 2.359 -0.037 -3.461
H 3.063 -0.251 -1.858
H 2.245 2.096 -4.553
H 0.957 2.854 -6.516
H -1.459 3.359 -6.279
H -2.570 3.033 -4.094
N -1.045 5.564 -1.000
C -0.312 5.711 0.265
C 1.065 5.010 0.211
N 1.349 4.084 1.299
H -1.855 6.175 -1.018
H -1.444 3.489 -1.238
H -0.455 5.817 -1.785
H -0.923 5.246 1.043
H -0.183 6.765 0.525
H 1.851 5.765 0.218
H 1.149 4.458 -0.733
H 0.603 3.408 1.461
H 1.457 4.605 2.160
C -1.543 -0.886 -6.118
C -0.737 -0.561 -5.038
N -1.182 -0.508 -3.786
C -2.452 -0.836 -3.569
C -3.326 -1.271 -4.562
C -2.853 -1.252 -5.874
C -4.695 -1.710 -4.235
C -5.296 -2.784 -4.752
C -4.661 -3.792 -5.625
C -3.420 -4.358 -5.328
C -2.942 -5.314 -6.205
N -3.607 -5.671 -7.299
C -4.780 -5.083 -7.489
N -5.347 -4.179 -6.700
H -1.147 -0.851 -7.124
H 0.306 -0.306 -5.185
H -2.792 -0.760 -2.540
H -3.517 -1.514 -6.688
H -5.241 -1.086 -3.536
H -6.340 -2.972 -4.528
H -2.864 -4.068 -4.448
H -1.995 -5.816 -6.039
H -5.332 -5.370 -8.376
Br 4.805 3.307 2.965
C 5.480 1.821 2.014
C 6.821 1.817 1.658
C 7.352 0.748 0.956
C 6.548 -0.329 0.617
C 5.210 -0.334 0.975
C 4.673 0.742 1.665
I 2.624 0.703 2.204
H 7.441 2.655 1.943
H 8.397 0.759 0.678
H 6.962 -1.172 0.081
H 4.585 -1.182 0.728
*
```

Frontier orbital gap = 0.2639 Eh
LUMO energy = -2.6 eV
E_HOMO = -9.778 eV

---

DFT (ωB97M-V with the def2-TZVPD basis set) results for a structure of composition C32H72B2Cs2O16S8.

Geometry as ORCA input:
```
! RIJCOSX wB97M-V def2-TZVPD def2/J DEFGRID3
* xyz 0 1
Cs -1.809 1.491 2.097
Cs -1.156 -2.651 1.935
B -3.492 -0.881 3.053
H -4.091 -1.399 3.786
H -2.453 -0.875 3.345
H -3.568 -1.286 2.056
H -3.821 0.146 3.019
B 0.566 -0.144 0.729
H 0.210 -0.133 1.747
H 0.838 -1.129 0.384
H -0.287 0.113 0.119
H 1.356 0.587 0.647
C 4.589 -1.183 1.517
C 4.129 -1.541 0.086
C 4.284 -3.030 -0.114
S 3.550 -3.705 1.454
O 4.452 -4.729 2.004
O 2.111 -3.944 1.266
C 3.790 -2.104 2.405
H 4.386 -0.134 1.730
H 5.626 -1.428 1.750
H 4.750 -0.970 -0.604
H 3.110 -1.201 -0.100
H 5.326 -3.339 -0.023
H 3.805 -3.485 -0.981
H 4.068 -2.204 3.455
H 2.792 -1.695 2.562
C 6.231 1.925 -2.453
C 4.974 1.849 -1.710
C 3.831 1.875 -2.802
S 4.383 0.589 -4.025
O 3.952 0.867 -5.400
O 4.133 -0.727 -3.435
C 6.151 1.059 -3.692
H 7.041 1.570 -1.815
H 6.579 2.944 -2.625
H 4.916 2.671 -0.996
H 4.914 0.857 -1.264
H 3.851 2.811 -3.360
H 2.796 1.619 -2.572
H 6.290 1.716 -4.551
H 6.709 0.129 -3.803
C 0.616 -1.246 -3.930
C -0.835 -1.478 -4.286
C -1.089 -2.980 -3.877
S -0.209 -3.222 -2.184
O 0.668 -4.346 -2.414
O -1.237 -3.281 -1.159
C 0.691 -1.665 -2.391
H 1.005 -0.235 -4.043
H 1.292 -1.845 -4.541
H -1.058 -1.292 -5.337
H -1.404 -0.814 -3.634
H -0.600 -3.769 -4.448
H -2.154 -3.210 -3.895
H 1.676 -1.889 -1.981
H 0.379 -0.856 -1.729
C -6.634 -3.378 0.011
C -5.248 -4.018 -0.332
C -4.769 -3.352 -1.624
S -5.225 -1.523 -1.269
O -5.987 -1.001 -2.363
O -4.090 -0.770 -0.780
C -6.382 -1.856 0.106
H -6.949 -3.690 1.006
H -7.380 -3.565 -0.761
H -5.195 -5.101 -0.447
H -4.539 -3.673 0.420
H -5.330 -3.587 -2.528
H -3.689 -3.420 -1.756
H -7.230 -1.171 0.073
H -5.870 -1.684 1.053
C 0.411 4.578 -0.009
C 1.258 3.629 -0.911
C 0.241 2.906 -1.839
S -1.403 3.803 -1.747
O -2.331 3.001 -0.900
O -1.771 4.150 -3.094
C -0.789 5.202 -0.779
H 0.851 5.444 0.487
H 0.069 3.914 0.785
H 1.822 2.920 -0.304
H 1.946 4.253 -1.482
H 0.058 1.872 -1.547
H 0.624 3.026 -2.853
H -1.599 5.721 -0.267
H -0.416 5.779 -1.625
C -0.883 -2.987 7.184
C -1.406 -1.982 6.083
C -0.252 -1.073 5.571
S 1.066 -2.281 5.393
O 2.394 -1.667 5.575
O 0.789 -3.098 4.227
C 0.517 -3.341 6.874
H -1.631 -3.780 7.178
H -1.069 -2.464 8.122
H -2.211 -1.334 6.429
H -1.817 -2.544 5.244
H 0.197 -0.381 6.283
H -0.387 -0.464 4.677
H 1.227 -2.960 7.608
H 0.622 -4.412 6.701
C 2.803 3.698 2.862
C 2.653 2.176 2.742
C 2.731 1.613 4.137
S 1.617 2.750 5.196
O 2.077 2.731 6.609
O 0.208 2.451 4.938
C 2.193 4.149 4.226
H 2.518 4.181 1.928
H 3.872 3.836 3.026
H 3.437 1.785 2.094
H 1.699 1.920 2.280
H 3.744 1.733 4.522
H 2.453 0.568 4.279
H 2.900 4.748 4.799
H 1.264 4.709 4.117
C -3.406 1.150 -3.799
C -3.998 0.415 -5.015
C -4.582 1.416 -6.082
S -5.251 2.878 -5.120
O -6.712 2.825 -5.039
O -4.518 4.041 -5.617
C -4.534 2.269 -3.429
H -2.481 1.666 -4.057
H -3.268 0.535 -2.910
H -4.751 -0.312 -4.710
H -3.203 -0.233 -5.384
H -5.225 0.959 -6.835
H -3.831 1.882 -6.719
H -5.379 1.836 -2.894
H -4.193 3.209 -2.994
*
```

Frontier orbital gap = 0.3260 Eh
LUMO energy = -0.5 eV
E_HOMO = -9.335 eV